Entry 1:
{"formula": "C7H13N2", "method": "ωB97M-V/def2-TZVPD", "lumo_ha": -0.175, "total_charge": 1, "orbital_gap_ev": 8.7, "smiles": "C=N[C@@H](C(=C)C)[N+](=C)C", "species": ["C", "N", "C", "C", "C", "C", "N", "C", "C", "H", "H", "H", "H", "H", "H", "H", "H", "H", "H", "H", "H", "H"], "coordinates": [[1.876, 1.967, -0.640], [1.102, 1.297, 0.134], [0.174, 0.437, -0.544], [0.658, -0.946, 0.003], [1.074, -1.840, -0.845], [0.784, -0.832, 1.447], [-1.088, 0.685, -0.008], [-1.437, 1.608, 0.830], [-2.225, -0.115, -0.627], [2.702, 2.598, -0.293], [1.932, 1.580, -1.736], [0.150, 0.547, -1.656], [0.941, -1.722, -1.981], [1.821, -2.519, -0.493], [-0.228, -0.553, 1.969], [1.108, -1.753, 1.928], [1.310, 0.073, 1.739], [-0.720, 2.194, 1.271], [-2.501, 1.862, 1.061], [-3.123, 0.015, -0.085], [-1.918, -1.112, -0.741], [-2.404, 0.297, -1.655]], "forces_ev_per_angstrom": [[0.4, -2.7, -1.3], [0.6, 3.3, -1.6], [2.5, -1.6, 0.5], [-1.1, 2.1, -1.0], [0.9, -0.1, -2.5], [-1.8, -0.2, 2.7], [-5.6, 1.6, 0.6], [-1.4, -1.4, -1.4], [1.1, 2.0, -1.7], [-0.6, 0.0, 0.2], [-0.1, 1.4, 1.4], [-0.1, -0.3, 0.7], [0.2, -0.2, 2.0], [-0.2, -1.1, 0.0], [1.3, -1.0, -1.1], [0.3, 0.2, 0.0], [0.8, -0.7, 0.1], [1.9, 1.3, 0.9], [0.9, -0.9, -0.3], [-0.7, 0.0, 0.8], [0.3, -1.4, 0.2], [0.3, -0.3, 0.8]]}

Entry 2:
{"formula": "C7H13N2", "method": "ωB97M-V/def2-TZVPD", "lumo_ha": -0.176, "total_charge": 1, "orbital_gap_ev": 9.6, "species": ["C", "C", "C", "C", "C", "C", "C", "N", "N", "H", "H", "H", "H", "H", "H", "H", "H", "H", "H", "H", "H", "H"], "coordinates": [[3.031, 0.008, 0.755], [3.227, -1.054, 1.291], [1.445, -1.649, -1.629], [-0.439, 0.826, 1.305], [-1.759, 1.745, -0.644], [-1.961, -0.638, -0.055], [-1.017, 0.525, -0.075], [0.776, -0.714, -1.195], [0.265, 0.244, -0.797], [3.291, 0.966, 0.303], [3.084, -1.962, 1.873], [1.326, -2.040, -2.648], [1.954, -2.287, -0.905], [0.232, 0.099, 1.721], [0.324, 1.672, 1.282], [-1.388, 0.919, 1.838], [-1.869, 1.724, -1.703], [-1.346, 2.707, -0.413], [-2.751, 1.719, -0.108], [-1.531, -1.494, 0.620], [-2.852, -0.254, 0.290], [-2.043, -1.060, -1.106]], "forces_ev_per_angstrom": [[1.4, 0.6, -0.3], [-1.2, -0.4, 0.5], [0.6, -2.6, -0.6], [0.7, 1.4, -0.3], [-0.6, -0.2, 1.2], [3.2, -3.3, -1.0], [0.8, -0.1, 0.0], [-1.5, 0.7, 0.4], [0.3, 1.7, -0.6], [-0.6, -0.7, 0.3], [0.5, 0.5, -0.4], [0.0, 0.7, 0.3], [0.2, 0.5, -0.1], [-0.4, -1.3, 0.2], [-1.8, -0.2, 0.1], [0.7, 0.6, 0.9], [-0.4, -0.4, -0.8], [0.7, 0.3, 0.3], [0.9, 0.1, -0.9], [-1.1, 1.5, -1.1], [-2.1, 0.1, 0.8], [-0.4, 0.5, 1.2]]}

Entry 3:
{"formula": "C7H13N2", "method": "ωB97M-V/def2-TZVPD", "lumo_ha": [-0.235, -0.174], "total_charge": 1, "orbital_gap_ev": [5.5, 7.8], "species": ["C", "C", "C", "C", "C", "C", "C", "N", "N", "H", "H", "H", "H", "H", "H", "H", "H", "H", "H", "H", "H", "H"], "coordinates": [[-1.565, 0.997, -3.528], [-1.548, 2.347, -3.477], [-0.851, 0.375, -2.419], [-0.622, 1.363, -1.633], [-0.869, 2.767, -2.092], [-0.740, -1.104, -2.426], [1.211, 0.458, 1.139], [0.632, -0.276, 1.987], [1.634, -1.708, 4.312], [-1.672, 0.217, -4.276], [-1.640, 3.152, -4.221], [0.119, 3.145, -2.447], [-1.467, 3.352, -1.405], [-1.599, -1.405, -2.909], [-0.763, -1.549, -1.350], [0.209, -1.385, -3.046], [2.218, 0.699, 1.382], [-0.369, -0.636, 1.826], [0.983, -0.596, 2.852], [2.537, -1.469, 4.625], [1.145, -1.785, 5.281], [1.634, -2.642, 3.984]], "forces_ev_per_angstrom": [[0.9, 0.7, -1.1], [0.7, 0.3, 1.1], [-0.4, -1.8, 1.1], [0.5, 1.7, 0.9], [0.6, -1.6, -1.4], [3.2, -0.2, 1.9], [-1.1, -0.1, -0.9], [-3.7, -0.4, -2.0], [-2.6, 0.7, 2.7], [-0.8, 0.9, -0.8], [-0.6, -0.8, 0.3], [-0.7, 0.5, 0.7], [0.2, 0.5, -0.2], [-1.7, -1.3, -1.2], [0.5, 0.7, -2.0], [-1.7, 0.1, 1.3], [1.0, 0.6, 0.0], [1.9, 0.9, 0.1], [1.3, -0.8, 2.0], [1.7, 0.2, 0.0], [0.6, 0.3, -2.3], [0.3, -1.1, -0.4]]}

Entry 4:
{"formula": "C7H13N2", "method": "ωB97M-V/def2-TZVPD", "lumo_ha": -0.128, "total_charge": 1, "orbital_gap_ev": 9.5, "species": ["C", "C", "C", "C", "C", "C", "C", "N", "N", "H", "H", "H", "H", "H", "H", "H", "H", "H", "H", "H", "H", "H"], "coordinates": [[-0.343, 0.277, -0.355], [2.909, -1.451, -0.353], [2.223, -0.832, 0.525], [1.032, 0.607, -0.322], [1.722, 1.897, 0.065], [-1.856, -0.049, 1.403], [-2.585, -0.369, -0.927], [0.339, 0.277, -1.550], [-1.520, -0.099, -0.013], [3.788, -2.048, -0.283], [2.723, -1.140, -1.384], [2.014, -0.674, 1.503], [2.768, 1.724, 0.043], [1.586, 2.255, 1.081], [1.476, 2.688, -0.629], [-2.537, 0.775, 1.458], [-2.314, -1.018, 1.701], [-1.022, 0.124, 2.116], [-2.996, -1.444, -0.922], [-3.378, 0.425, -0.673], [-2.205, -0.184, -2.002], [0.278, 0.704, -2.410]], "forces_ev_per_angstrom": [[-0.3, -0.8, -3.3], [1.0, 0.3, -2.1], [-3.3, 3.2, -3.1], [3.1, -1.9, 3.4], [-0.6, 0.0, -0.4], [-0.2, -0.9, 1.0], [-1.5, 0.4, -2.4], [-0.1, -1.5, 3.4], [2.0, 0.1, 1.4], [0.3, -0.8, 0.7], [-0.1, -0.3, 0.0], [0.1, -0.1, 2.9], [1.0, -0.1, -0.5], [-0.7, -0.2, 0.2], [-0.1, 0.3, -0.1], [-0.7, 0.2, 0.7], [0.0, 0.8, -0.3], [-0.2, 0.0, -1.0], [0.7, 1.7, 0.5], [0.8, -1.5, -0.7], [-0.7, -0.2, 1.8], [-0.4, 1.4, -2.1]]}

Entry 5:
{"formula": "C7H13N2", "method": "ωB97M-V/def2-TZVPD", "spin_multiplicity": 3, "lumo_ha": [-0.112, -0.265], "total_charge": 1, "orbital_gap_ev": [6.2, 5.6], "species": ["C", "C", "C", "C", "C", "C", "C", "N", "N", "H", "H", "H", "H", "H", "H", "H", "H", "H", "H", "H", "H", "H"], "coordinates": [[2.774, -0.166, -1.655], [1.855, 0.023, -0.911], [-0.865, -0.748, 1.313], [-1.380, 0.531, 0.620], [0.845, 0.254, 0.120], [1.209, -2.056, 1.049], [-0.327, 1.831, -1.379], [0.523, -0.754, 1.039], [-0.449, 0.664, -0.521], [3.539, -0.194, -2.497], [-1.169, -0.596, 2.327], [-1.297, -1.775, 0.853], [-2.367, 0.284, 0.219], [-1.310, 1.371, 1.341], [1.345, 1.433, 0.712], [1.951, -2.119, 1.915], [0.651, -3.015, 1.250], [1.799, -2.106, 0.147], [-1.388, 2.151, -1.646], [0.100, 2.769, -0.939], [0.441, 1.603, -2.179], [-0.538, -0.112, -1.256]], "forces_ev_per_angstrom": [[11.2, -2.8, -7.8], [-9.8, 2.5, 7.1], [-1.7, -1.4, -1.5], [-1.0, -1.1, -0.2], [4.7, 2.9, 1.0], [1.7, -0.2, 1.9], [-0.5, 2.8, -0.7], [0.2, -1.2, 0.4], [0.5, -1.4, -0.9], [-1.9, 0.4, 1.3], [0.1, -0.7, 0.9], [0.3, 2.4, 1.2], [-0.1, 0.8, 0.3], [-0.1, -0.2, -1.0], [-1.7, -3.1, -1.6], [-0.7, 0.4, -1.1], [-0.4, 1.5, -0.8], [0.2, -0.5, -0.4], [1.6, -0.7, -0.5], [-0.3, -1.2, 0.6], [-1.5, 0.0, 0.4], [-0.7, 0.8, 1.5]]}

Number 5 is which compound?
C7H13N2